(1)
A cluster of 6 separate species, C46H62F3I2N9O6 in total in a non-equilibrium geometry, computed with ωB97M-V/def2-TZVPD.

CARTESIAN COORDINATES (ANGSTROEM)
H (-2.523, -7.713, -0.841)
H (5.896, 6.743, -4.056)
H (-2.984, 2.212, -0.175)
H (4.640, 10.208, -2.080)
H (1.843, 6.047, 1.412)
H (-3.679, -2.551, -4.162)
C (-5.521, -3.055, -3.248)
O (-1.610, 1.077, -1.102)
H (-5.129, -5.914, -3.286)
C (5.584, 10.018, -3.961)
H (1.341, -4.565, -0.739)
C (4.581, -7.778, 0.593)
H (4.706, 7.723, -1.829)
H (-3.019, -6.925, -4.123)
H (-5.673, -1.987, -3.084)
H (3.630, 4.356, 0.964)
H (-5.939, -3.556, -2.380)
C (-0.682, -5.010, -0.047)
H (-5.051, -5.898, 0.687)
C (-1.543, 0.126, 2.157)
C (-1.858, -2.416, 2.367)
H (5.697, -9.492, -0.324)
C (-1.496, 8.166, 0.516)
C (-4.029, -3.285, -3.443)
C (-1.867, -3.633, 1.486)
H (-4.240, -6.777, -0.571)
H (-4.121, -5.162, -1.979)
H (-4.165, -8.805, -0.436)
H (2.915, 14.578, 1.527)
H (-3.695, -7.681, -2.700)
H (-0.723, 0.832, 2.199)
C (-2.980, -4.428, 1.399)
N (-4.188, -4.415, 3.613)
H (5.302, -8.112, -2.620)
N (5.032, 9.605, -2.777)
H (3.511, 10.506, 0.653)
H (0.871, 10.484, 0.521)
C (4.952, 6.140, 0.743)
O (0.383, -5.706, -2.171)
F (2.031, -4.505, -3.098)
C (-0.730, -3.922, 0.786)
C (-1.798, -6.964, -1.128)
H (2.000, -1.706, 3.123)
N (-2.738, -7.850, 1.990)
H (2.617, 8.418, 1.316)
C (2.293, -0.363, 1.449)
C (2.655, 11.424, 2.498)
C (0.429, -2.991, 1.007)
C (5.001, -7.876, -1.614)
H (-3.510, -3.046, -2.507)
C (6.010, 8.906, -4.634)
H (0.626, 7.866, -0.142)
H (-4.813, -6.876, 2.995)
H (2.932, -0.226, 3.475)
H (-5.946, -7.635, 2.061)
O (-1.955, -6.515, -2.465)
N (3.352, 12.630, 0.777)
C (4.609, 7.515, 0.863)
H (-1.389, 0.147, -1.004)
N (-1.189, 10.296, 1.031)
C (-4.046, -7.726, 1.333)
F (0.408, -5.261, -4.292)
C (-2.129, 1.608, 0.114)
C (-2.610, 0.545, 1.105)
C (2.084, -0.639, 2.947)
F (0.020, -3.652, -2.913)
C (-4.228, -4.062, 2.198)
H (1.176, -0.130, 3.254)
C (3.271, 7.578, 1.150)
C (5.699, 7.777, -3.827)
H (-0.817, -7.437, -1.045)
C (-2.932, -5.523, 0.557)
C (3.208, 11.352, 1.247)
H (-1.973, 0.103, 3.157)
C (-4.140, -6.423, 0.448)
H (5.923, 5.731, 0.521)
H (2.986, -1.069, 1.019)
H (-2.155, -8.517, 1.503)
C (0.586, -5.339, -0.790)
C (-2.115, 9.289, 0.996)
H (1.023, -6.216, -0.314)
H (-6.098, -3.296, -4.136)
H (-5.129, -4.437, 1.735)
H (-4.667, -5.276, 3.817)
C (-0.143, 8.514, 0.248)
H (-1.364, 11.233, 1.345)
C (-4.133, -5.571, -2.989)
H (-3.256, -4.402, 3.991)
H (4.029, -6.044, -2.016)
C (0.062, -1.539, 1.188)
H (2.036, 13.213, 3.694)
C (0.013, 9.835, 0.573)
H (-3.129, 9.457, 1.316)
C (5.186, -8.550, -0.436)
C (-1.051, -1.268, 1.867)
N (-5.009, -7.697, 2.436)
H (-4.297, -2.976, 2.148)
C (2.891, 13.517, 1.711)
H (4.541, -8.016, 1.643)
H (-1.959, 7.204, 0.373)
N (-4.392, -8.900, 0.541)
N (2.794, 6.299, 1.213)
O (1.588, -3.357, 1.107)
H (6.490, 8.900, -5.599)
C (5.095, 8.241, -2.689)
H (3.736, 12.880, -0.115)
I (1.586, -1.029, -1.391)
H (2.420, 10.585, 3.132)
I (3.120, 1.612, 1.248)
H (-3.433, 0.984, 1.660)
C (0.717, -4.786, -3.082)
C (4.052, -6.661, 0.005)
H (5.625, 11.063, -4.219)
N (4.308, -6.730, -1.338)
H (0.496, 0.459, 0.495)
O (-3.683, -4.576, -3.891)
C (0.983, -0.493, 0.626)
H (-2.906, -8.265, 2.901)
H (5.270, 8.359, 0.750)
H (-3.956, -9.725, 0.923)
H (-1.346, 2.226, 0.560)
H (-2.923, -0.327, 0.532)
C (-3.209, -6.770, -3.060)
H (3.517, -5.825, 0.424)
C (3.810, 5.418, 0.963)
C (-1.799, -5.785, -0.167)
C (2.454, 12.799, 2.792)
O (-2.431, -2.353, 3.440)

Output
Structure (SMILES): CCOCCOCc1c(CC(N)(N)N)c(CN)c2c(c1COC(F)(F)F)C(=O)C([C@H](I)[C@H](C)I)=C(CCCO)C2=O.c1cc[nH]c1.c1cc[nH]c1.c1cc[nH]c1.c1cc[nH]c1.c1cc[nH]c1
Net charge: 0
Orbital gap (eV): 6.97
E_HOMO (eV): -8.1


(2)
A structure of composition C44H47IN7O4PdSe in a non-equilibrium geometry, computed with ωB97M-V/def2-TZVPD.

CARTESIAN COORDINATES (ANGSTROEM)
C (-4.269, 1.876, 7.868)
Se (-0.462, -1.182, -2.425)
C (-1.117, 4.146, 1.732)
H (5.112, -1.000, 1.673)
C (-1.745, 2.005, -2.937)
C (-1.313, 1.415, 1.865)
H (-0.546, -1.987, -7.332)
H (4.771, 1.645, 2.352)
C (-1.708, 3.589, 2.837)
H (-3.098, 2.814, 5.477)
N (-0.576, 1.995, -2.274)
H (-0.280, 0.526, -7.131)
C (-2.021, -1.208, -5.976)
C (2.559, -2.567, -1.762)
O (4.653, 1.223, -1.728)
C (-1.769, -2.126, 3.021)
C (4.763, -1.506, -3.689)
C (-6.152, 1.494, 11.617)
C (0.256, -0.189, -6.500)
C (-0.765, -2.016, 0.859)
C (-1.332, -0.043, 1.897)
H (3.486, -2.292, -1.254)
H (0.986, 1.479, -5.311)
H (1.597, -6.586, -2.529)
N (-2.934, 1.865, 5.187)
N (2.371, -1.605, -2.851)
H (-0.371, 0.613, -4.586)
C (1.446, -5.936, -3.394)
C (-3.904, 0.697, 7.171)
O (2.672, 0.174, 1.280)
H (-2.082, 4.227, 3.629)
C (-1.825, -0.725, 3.005)
H (2.319, 0.930, 1.765)
C (4.471, 1.773, 1.304)
H (-0.192, 3.717, -0.172)
H (3.184, 0.905, -6.368)
O (2.385, 0.830, -1.523)
O (-5.723, 0.372, 10.800)
H (1.299, 2.822, -2.065)
C (3.614, 0.243, -5.626)
H (6.591, -1.110, -4.711)
C (-0.653, 3.306, 0.719)
H (-1.012, 5.219, 1.630)
C (-4.787, -0.649, 8.963)
H (2.282, -6.093, -4.078)
H (-4.066, 2.854, 7.444)
C (-4.181, -0.570, 7.755)
C (-3.266, 0.724, 5.892)
C (0.176, 3.801, -3.620)
C (4.963, -0.046, -5.621)
H (-2.611, -2.125, -6.026)
H (0.536, -6.259, -3.900)
H (-2.150, -2.671, 3.876)
H (-6.597, 1.045, 12.493)
C (-5.151, 0.544, 9.656)
H (2.837, -4.647, -1.415)
H (1.744, -2.425, -1.066)
N (-0.825, -0.698, 0.824)
H (-5.291, 2.095, 11.897)
H (5.203, -2.178, -2.963)
H (5.604, 0.400, -6.371)
N (-0.759, 1.988, 0.779)
C (-1.026, 3.814, -4.313)
C (-2.008, 2.897, -3.960)
C (3.562, 0.972, -1.356)
H (1.205, -0.393, -7.004)
H (1.168, -3.853, -3.856)
C (-2.363, 0.064, 4.076)
H (3.478, -4.105, -2.949)
C (1.354, -4.474, -2.971)
H (-0.370, -2.497, -0.023)
H (5.644, -0.488, 0.057)
H (-5.014, -1.597, 9.436)
H (-1.148, -3.848, 1.903)
C (1.231, -1.012, -3.253)
N (1.488, -0.278, -4.346)
C (-2.357, 1.460, 4.023)
H (-2.108, -0.823, -4.959)
H (-3.899, -1.463, 7.214)
C (3.891, 0.490, 0.803)
C (5.528, -0.908, -4.669)
H (0.967, 4.500, -3.863)
C (0.540, 0.495, -5.165)
H (4.224, -1.556, 0.247)
C (2.624, -4.003, -2.272)
H (-2.482, 1.275, -2.639)
C (4.773, -0.708, 0.670)
H (-6.892, 2.080, 11.077)
H (-1.197, 4.524, -5.111)
C (-0.568, -1.467, -6.373)
Pd (-0.412, 0.577, -0.763)
I (-3.842, 2.832, -4.932)
H (5.353, 2.050, 0.731)
H (0.496, -4.329, -2.307)
H (-0.090, -2.148, -5.656)
C (0.368, 2.877, -2.612)
N (-2.918, -0.371, 5.223)
C (-4.878, 1.815, 9.082)
H (-2.482, -0.483, -6.653)
C (-1.222, -2.769, 1.942)
H (3.746, 2.594, 1.251)
C (2.845, -0.359, -4.636)
H (-5.152, 2.721, 9.606)
C (3.404, -1.204, -3.691)
C (-1.808, 2.189, 2.927)

Output
Net charge: +3
ΔE to the lowest compared entry with this formula, charge and spin (kJ/mol): 0.0
Orbital gap (alpha / beta) (eV): 1.56 / 1.56
E_HOMO (alpha / beta) (eV): -12.9 / -12.9


(3)
A structure of composition C20H30NO3Se4SiTcTe2, computed with ωB97M-V/def2-TZVPD.

CARTESIAN COORDINATES (ANGSTROEM)
H (-3.564, -2.428, 1.126)
Se (-0.746, -0.740, -2.185)
H (0.960, -0.501, -4.023)
H (-4.290, 0.273, 4.371)
H (0.607, 1.657, 2.076)
H (3.013, -2.091, -0.393)
H (-3.978, -3.940, -3.721)
C (1.663, 1.984, -3.730)
H (-3.663, 0.174, -3.612)
C (-4.004, 0.785, 3.447)
H (-3.406, 1.662, 3.709)
H (6.042, -0.137, 4.500)
C (6.128, 0.595, 3.693)
C (-1.608, -1.104, 3.264)
H (4.755, -2.253, -0.084)
O (2.716, 1.933, -4.282)
H (-1.434, -1.771, -4.302)
C (0.922, -1.087, -3.110)
H (5.805, -1.064, 1.566)
Se (-4.056, -1.873, -2.240)
C (-4.777, -3.328, -3.311)
Te (-1.499, 5.788, -1.587)
Se (-0.034, 4.018, -0.556)
H (-4.602, -2.242, 2.555)
C (2.736, 1.228, 2.071)
C (-1.774, -0.839, -3.849)
H (-5.397, -2.923, -4.108)
C (4.953, 0.502, 2.753)
C (2.751, 0.297, 1.031)
H (-3.722, -1.264, -4.623)
C (-2.338, 0.584, 0.938)
O (1.212, 1.321, -0.458)
C (4.943, -0.419, 1.714)
H (1.736, -0.802, -2.450)
H (0.968, -2.152, -3.324)
Si (-3.031, -0.348, 2.330)
H (7.066, 0.398, 3.171)
C (-1.702, 1.126, 0.047)
O (1.034, -0.882, -0.103)
Te (-1.868, 4.462, -3.916)
H (-1.955, -1.785, 4.048)
H (6.190, 1.583, 4.149)
C (3.857, -0.546, 0.855)
N (0.584, 2.033, -3.225)
C (3.837, 1.309, 2.919)
H (-4.939, -1.319, 1.077)
C (-3.289, -0.837, -3.719)
C (1.557, 2.131, 2.325)
Se (-2.612, 2.473, -2.575)
H (1.625, 3.034, 1.718)
H (-1.437, -0.001, -4.461)
C (-4.143, -1.711, 1.715)
H (1.533, 2.428, 3.375)
H (-5.395, -3.932, -2.650)
H (-4.914, 1.135, 2.951)
C (1.574, 0.198, 0.090)
H (-0.975, -1.661, 2.568)
H (4.161, -1.042, -1.218)
H (3.817, 2.030, 3.732)
H (-0.988, -0.331, 3.725)
C (3.945, -1.548, -0.272)
Tc (-0.545, 1.761, -1.517)

Output
<S²>: 3.80
Net charge: -1
ΔE to the lowest compared entry with this formula, charge and spin (kJ/mol): 25.6
Orbital gap (alpha / beta) (eV): 6.54 / 5.78
2S+1: 4
E_HOMO (alpha / beta) (eV): -4.5 / -4.5


(4)
A cluster of 2 separate species, C53H53F3N3 in total in a non-equilibrium geometry, computed with ωB97M-V/def2-TZVPD.

CARTESIAN COORDINATES (ANGSTROEM)
C (-1.778, 2.385, -1.525)
H (2.814, 6.071, -0.853)
C (2.142, -6.979, -0.961)
C (5.210, 0.041, 3.357)
C (-0.261, -6.056, 0.137)
H (0.365, -0.304, 5.674)
C (2.909, 0.778, 2.001)
H (-2.976, 6.877, 0.955)
H (1.796, 0.739, 5.684)
C (-1.490, -0.014, -1.364)
F (-3.904, -0.201, -4.767)
C (-2.589, 3.066, 4.027)
H (-3.800, -4.072, -5.029)
H (0.084, -7.469, 1.721)
C (-0.325, -5.702, -4.208)
H (-0.057, -1.807, 3.604)
H (-2.741, -1.216, -2.605)
C (-2.213, -4.282, -3.602)
H (3.062, -7.366, -1.409)
C (-4.271, 0.620, -3.731)
C (1.391, -0.205, 5.309)
C (-4.042, -3.202, -2.151)
H (-3.720, -2.600, 1.195)
H (-1.236, -5.762, 0.524)
H (-3.376, 3.046, -2.797)
H (-4.763, -3.140, -2.970)
C (-2.189, -3.515, -0.031)
H (-4.029, 2.194, 1.817)
C (0.956, 4.966, -0.709)
H (5.060, 4.029, -0.306)
C (4.289, 2.083, 0.272)
H (-0.864, 6.935, -0.366)
H (-0.002, 4.303, -2.548)
C (-1.832, -3.926, -1.321)
C (-1.132, 6.045, 0.212)
C (3.964, -0.290, 3.873)
C (1.218, -0.778, -0.142)
H (4.465, 0.413, -1.084)
H (-2.549, -5.389, -6.790)
H (-2.645, 2.219, 4.719)
C (-2.815, 2.199, -2.416)
C (-0.945, -4.876, -3.267)
H (6.280, 1.091, 1.805)
H (6.022, 1.071, -0.533)
H (2.021, -1.367, 0.295)
H (-1.037, -0.880, -0.889)
H (4.478, 3.950, 1.368)
H (-1.505, 3.398, -1.238)
H (-1.133, 2.067, 2.808)
C (0.955, -1.582, 3.252)
H (-0.388, -6.475, -6.223)
H (-3.509, 4.904, 2.359)
C (5.004, 1.335, -0.843)
H (1.467, 4.006, -0.572)
C (1.893, 6.085, -0.259)
C (-0.693, -4.649, -1.847)
C (1.420, -0.236, 3.782)
C (0.472, -7.039, 0.797)
C (-1.083, 1.280, -0.960)
C (0.613, 5.133, -2.186)
C (-2.605, 4.906, 1.742)
N (0.164, 2.566, 0.757)
H (1.531, 5.164, -2.781)
C (-1.760, 3.792, 1.752)
H (0.730, 0.538, 3.421)
H (1.637, -2.369, 3.600)
C (-3.436, -2.917, 0.186)
H (-5.336, -2.329, -0.662)
H (-1.920, 3.817, 4.457)
H (-3.274, 0.794, 2.624)
C (-2.817, -4.494, -4.833)
H (-1.498, -3.673, 0.794)
C (-0.894, -5.850, -5.481)
C (-0.296, 4.925, 0.168)
H (-2.710, 1.320, 1.025)
C (5.007, 3.395, 0.586)
C (-2.126, -5.251, -5.790)
F (-5.285, -0.031, -3.061)
H (1.793, -5.586, -2.568)
H (6.117, -0.299, 3.863)
C (-3.081, 1.671, 1.995)
H (3.891, -0.859, 4.803)
C (0.188, -5.505, -1.093)
H (1.405, 7.058, -0.388)
H (0.957, -1.588, 2.157)
H (2.245, -8.288, 0.766)
C (-2.764, -3.706, -2.392)
H (2.156, 5.965, 0.797)
C (5.301, 0.798, 2.198)
H (-3.590, 3.503, 3.941)
C (2.800, 0.095, 3.218)
C (-2.474, -0.204, -2.303)
C (0.957, 0.503, 0.336)
H (6.030, 3.201, 0.933)
C (4.154, 1.196, 1.515)
C (-2.305, 6.019, 0.963)
C (-4.362, -2.775, -0.859)
C (-0.035, 1.422, -0.005)
H (0.733, -1.073, -1.059)
H (0.061, 6.065, -2.346)
C (-0.649, 3.768, 0.888)
H (3.272, 2.322, -0.054)
H (1.980, -1.028, 5.724)
C (1.680, -7.503, 0.257)
C (-2.078, 2.609, 2.659)
H (0.578, -6.244, -3.956)
C (-3.134, 0.901, -2.808)
N (1.224, 2.419, 1.585)
F (-4.802, 1.743, -4.273)
C (1.414, -5.989, -1.624)
H (5.062, 1.951, -1.745)
N (1.705, 1.182, 1.326)

Output
Net charge: +1
ΔE to the lowest compared entry with this formula, charge and spin (kJ/mol): 21.1
Orbital gap (eV): 2.54
E_HOMO (eV): -8.3